166
Properties=species:S:1:pos:R:3 method="wB97M-V/def2-TZVPD" smiles=COCCNCCOC.COCCNCCOC.COCCNCCOC.COCCNCCOC.CC(C)O.CC(C)O.CC(C)O.CC(C)O.CC(C)O.OCCO e_above_lowest_kcal_mol=40.59 homo_lumo_gap_ev=9.3 e_tot_ha=-2973.055598 lumo_energy_ev=0.6
C -6.73 -3.92 1.93
O -7.25 -5.16 2.49
C -8.57 -4.94 3.04
C -9.07 -6.07 3.92
N -8.66 -7.27 3.27
C -8.93 -8.56 3.96
C -7.92 -9.66 3.56
O -6.64 -9.34 4.02
C -5.58 -9.92 3.33
H -5.75 -4.16 1.52
H -6.68 -3.16 2.72
H -7.32 -3.44 1.15
H -9.32 -4.77 2.27
H -8.52 -4.03 3.63
H -10.15 -6.05 4.06
H -8.68 -6.01 4.94
H -7.67 -7.20 3.04
H -9.94 -8.88 3.70
H -8.89 -8.45 5.04
H -7.84 -9.83 2.49
H -8.22 -10.60 4.01
H -4.70 -9.73 3.94
H -5.31 -9.67 2.30
H -5.77 -11.00 3.34
C -6.08 10.62 8.57
O -5.58 10.14 7.38
C -4.67 9.00 7.50
C -4.37 8.58 6.00
N -5.51 8.10 5.24
C -6.30 7.06 5.89
C -5.60 5.74 6.13
O -6.60 4.93 6.62
C -6.20 3.53 6.56
H -6.26 9.83 9.30
H -7.00 11.18 8.41
H -5.26 11.25 8.94
H -5.12 8.28 8.18
H -3.74 9.32 7.97
H -3.63 7.79 5.94
H -3.92 9.43 5.47
H -6.14 8.88 5.13
H -7.12 6.84 5.20
H -6.70 7.39 6.84
H -4.67 5.77 6.70
H -5.25 5.35 5.17
H -5.32 3.21 7.12
H -6.08 3.10 5.56
H -6.96 2.96 7.08
C -5.75 -4.95 5.71
O -4.64 -4.64 4.95
C -4.20 -5.75 4.23
C -3.00 -5.22 3.36
N -3.39 -4.22 2.40
C -2.27 -3.52 1.78
C -2.84 -2.50 0.79
O -3.32 -1.42 1.61
C -3.91 -0.25 0.99
H -6.74 -4.77 5.29
H -5.69 -4.40 6.65
H -5.90 -5.98 6.02
H -4.93 -6.27 3.61
H -3.80 -6.53 4.88
H -2.58 -6.05 2.80
H -2.24 -4.85 4.05
H -3.93 -3.53 2.90
H -1.68 -4.19 1.16
H -1.60 -3.22 2.58
H -3.62 -2.97 0.20
H -2.04 -2.21 0.10
H -4.74 -0.46 0.32
H -3.22 0.29 0.34
H -4.20 0.52 1.70
C -3.39 3.92 3.52
O -2.89 2.61 3.47
C -1.50 2.56 3.11
C -1.10 1.11 3.21
N 0.31 0.98 3.20
C 0.73 -0.39 3.44
C 2.28 -0.41 3.33
O 2.76 0.35 4.41
C 4.16 0.51 4.26
H -3.24 4.39 2.54
H -2.85 4.49 4.27
H -4.47 3.96 3.71
H -1.01 3.20 3.83
H -1.25 2.94 2.12
H -1.56 0.48 2.44
H -1.58 0.73 4.11
H 0.69 1.50 3.97
H 0.28 -1.00 2.67
H 0.34 -0.70 4.41
H 2.72 -0.01 2.42
H 2.67 -1.43 3.29
H 4.65 -0.45 4.08
H 4.47 0.91 5.22
H 4.38 1.23 3.48
C -8.54 0.04 8.15
C -8.79 -1.44 8.62
C -8.15 -2.36 7.60
O -8.23 -1.77 9.86
H -9.40 0.55 7.70
H -7.75 0.11 7.40
H -8.23 0.66 8.99
H -9.86 -1.63 8.66
H -8.31 -3.43 7.71
H -7.07 -2.45 7.70
H -8.30 -2.10 6.55
H -8.35 -2.72 9.97
C -2.42 2.88 7.15
C -1.28 2.28 7.92
C -0.72 1.04 7.28
O -0.25 3.21 7.68
H -3.32 2.28 7.31
H -2.20 2.84 6.09
H -2.61 3.88 7.54
H -1.44 2.21 8.99
H -0.65 1.11 6.19
H -1.48 0.27 7.35
H 0.24 0.75 7.70
H -0.51 4.07 8.03
C -1.09 -3.31 6.35
C -2.35 -3.38 7.12
C -2.10 -3.85 8.53
O -2.85 -2.07 7.11
H -1.38 -2.97 5.36
H -0.63 -4.28 6.19
H -0.38 -2.58 6.76
H -3.07 -4.02 6.61
H -1.50 -3.21 9.17
H -1.55 -4.79 8.53
H -3.08 -4.01 8.98
H -2.85 -1.79 6.20
C -3.92 -0.16 11.67
C -4.13 -0.74 10.22
C -4.94 0.16 9.35
O -2.87 -0.93 9.70
H -4.84 0.13 12.17
H -3.32 0.74 11.52
H -3.32 -0.77 12.36
H -4.63 -1.70 10.34
H -4.31 1.04 9.20
H -5.88 0.51 9.76
H -5.17 -0.10 8.32
H -2.93 -1.25 8.79
C -7.51 0.23 1.97
C -8.40 0.34 3.25
C -8.35 -0.94 4.09
O -7.93 1.41 4.10
H -7.83 -0.63 1.38
H -6.49 0.06 2.33
H -7.52 1.23 1.53
H -9.43 0.62 3.02
H -7.38 -1.34 4.38
H -8.84 -1.74 3.53
H -9.01 -0.72 4.93
H -6.99 1.27 4.24
O -5.34 1.06 4.56
C -4.96 0.06 5.51
C -4.73 -1.21 4.63
O -3.32 -1.23 4.26
H -4.59 1.60 4.30
H -4.08 0.39 6.06
H -5.69 -0.13 6.30
H -5.42 -1.16 3.78
H -5.02 -2.13 5.13
H -3.25 -1.29 3.30